# C32H40N8

A cluster of 8 separate species, C32H40N8 in total at a distorted geometry (ωB97M-V/def2-TZVPD, OMol25).

Computed properties:
F_max, eV/A: 12.46
LUMO, eV: 0.1979
HOMO level, eV: -7.39
Relative energy (zero: lowest compared OMol25 entry of this formula, charge and spin), kcal/mol: 355.47
Total charge: 0

Positions of all 80 atoms, in Å:
N -0.7017 -0.9424 0.4138
C 0.3047 -1.6176 -0.4017
C -0.2456 -1.2583 -1.7596
C -1.4662 -0.5125 -1.7152
C -1.7007 -0.3073 -0.2255
H -0.6367 -0.8420 1.5051
H 1.2868 -2.1082 -0.1667
H 0.0055 -1.6060 -2.7249
H -2.0137 -0.1034 -2.6359
H -2.5972 0.2637 0.2503
N 0.8821 3.4929 -0.3947
C 1.9098 4.3596 -0.6826
C 3.1092 3.7564 0.0701
C 2.6202 2.6127 0.9613
C 1.2420 2.4469 0.5038
H -0.0992 3.5615 -0.8730
H 1.9565 5.2638 -1.1519
H 4.1401 4.0908 -0.1153
H 3.1625 1.9276 1.6698
H 0.2202 1.7203 0.8857
N -1.1803 0.0448 3.3848
C 0.1377 0.0303 3.5148
C 0.7001 -1.4147 3.5467
C -0.5831 -2.2379 3.5555
C -1.6659 -1.2336 3.4469
H -1.7896 0.8742 3.4974
H 0.6321 0.8821 3.6205
H 1.7738 -1.8085 3.4471
H -0.4756 -3.3622 3.7204
H -2.7108 -1.3489 3.4559
N -1.9274 -3.6179 -0.4537
C -1.8920 -4.5287 -1.5203
C -2.2261 -5.8700 -0.9936
C -2.2961 -5.6549 0.5444
C -2.1579 -4.2619 0.7378
H -1.7498 -2.5312 -0.2569
H -1.4102 -4.1006 -2.4002
H -2.1611 -6.7147 -1.5028
H -2.4152 -6.3312 1.3048
H -1.8775 -3.5171 1.5075
N -1.7300 3.2819 3.3891
C -2.4277 2.9628 4.5237
C -3.7076 2.3519 4.0854
C -3.5792 2.1676 2.5298
C -2.3252 2.8419 2.2605
H -0.7327 3.7074 3.4260
H -2.1500 3.3428 5.6114
H -4.5643 1.9670 4.6362
H -4.1678 1.6676 1.8288
H -1.5306 2.9614 1.2871
N 1.0849 -4.5882 -0.4896
C 1.9183 -4.1794 -1.5306
C 3.2024 -4.6566 -1.3615
C 3.2182 -5.4211 -0.0141
C 1.6744 -5.3976 0.4240
H 0.0613 -4.2799 -0.3474
H 1.4940 -3.6946 -2.3924
H 3.9423 -4.1606 -2.0176
H 4.0385 -5.7107 0.5720
H 1.2986 -5.5280 1.3080
N -1.4518 5.1459 -2.0675
C -0.9573 4.2639 -2.9351
C -1.7737 2.9020 -2.5892
C -2.6902 3.1972 -1.5184
C -2.4012 4.7484 -1.1641
H -1.0433 6.0607 -1.8067
H -0.4259 4.3211 -3.8766
H -1.7788 2.0125 -3.1060
H -3.2388 2.5938 -1.0273
H -2.9006 5.2495 -0.5166
N 3.2896 1.8608 -2.4562
C 4.4839 2.2193 -2.9559
C 4.8224 1.2046 -4.0167
C 3.7639 0.1343 -3.8754
C 2.7844 0.6750 -2.9352
H 2.6778 2.4422 -1.8916
H 5.0582 2.9833 -2.6278
H 5.5207 1.2072 -4.7026
H 3.4198 -0.7046 -4.4959
H 1.7199 0.3513 -2.7336

Forces on atoms 1 to 6 (eV/Å):
N 2.5 -0.8 2.9
C -3.6 3.3 -3.2
C -0.4 -0.3 2.9
C 0.6 0.4 3.4
C -1.1 0.6 -4.3
H 0.1 -0.6 -2.9

# C32H40N8

A cluster of 8 separate species, C32H40N8 in total at a distorted geometry (ωB97M-V/def2-TZVPD, OMol25).

Computed properties:
F_max, eV/A: 11.68
LUMO, eV: 0.5812
HOMO level, eV: -7.43
Relative energy (zero: lowest compared OMol25 entry of this formula, charge and spin), kcal/mol: 414.96
Total charge: 0

Positions of all 80 atoms, in Å:
N 6.3654 -0.5581 2.5541
C 5.3884 -0.4771 3.5451
C 4.0914 -0.8331 2.8311
C 4.4324 -1.0371 1.2981
C 5.9644 -0.9261 1.3761
H 7.1944 -0.5751 2.9421
H 5.6734 -0.1731 4.4671
H 3.1274 -0.8781 3.3701
H 3.6994 -1.3521 0.5641
H 6.5064 -1.0611 0.5061
N -1.1696 -2.2401 -2.1489
C -2.3626 -2.3091 -2.7389
C -2.6406 -3.7741 -3.0249
C -1.3276 -4.4821 -2.6209
C -0.3956 -3.4011 -2.0929
H -0.7006 -1.4371 -1.7169
H -3.1036 -1.3921 -2.8899
H -3.6596 -4.1571 -3.5089
H -1.1096 -5.5041 -2.6479
H 0.6524 -3.2891 -1.6399
N 1.2884 2.8949 5.6441
C 1.4954 1.6389 6.1281
C 1.0894 0.5979 5.0381
C 0.5684 1.6709 3.9301
C 0.7614 3.0519 4.3801
H 1.6594 3.8129 6.0881
H 2.0314 1.4959 7.1311
H 1.3094 -0.4541 4.9971
H -0.0856 1.3859 2.9271
H 0.5354 3.8899 3.7611
N -0.4276 1.4639 -4.3249
C -1.3726 0.7919 -3.5969
C -2.7086 1.0759 -4.1859
C -2.4856 2.0009 -5.3139
C -0.9166 2.1849 -5.3289
H 0.5374 1.4839 -4.0629
H -1.0466 0.0099 -2.8689
H -3.7766 0.7239 -3.8999
H -3.2166 2.4439 -6.0979
H -0.2696 2.4899 -6.0969
N -3.4376 4.0279 2.9921
C -3.9286 5.0279 2.1961
C -3.3966 4.8739 0.7461
C -2.4686 3.7239 0.9051
C -2.4696 3.2739 2.3381
H -3.8096 3.9109 3.8811
H -4.5236 5.6949 2.7311
H -3.8286 5.2179 -0.1539
H -1.7886 3.5019 0.2031
H -1.9756 2.5849 2.8031
N -3.9276 -0.5491 1.3811
C -3.9886 -1.5631 0.4251
C -3.1506 -2.7131 0.8981
C -2.5736 -2.2731 2.2951
C -3.2026 -0.8541 2.5111
H -4.4556 0.4569 1.1621
H -4.4276 -1.5781 -0.4439
H -2.9406 -3.6961 0.6251
H -1.7116 -2.6541 2.8081
H -3.0786 -0.1581 3.1331
N -1.1456 0.0109 0.1851
C -1.1296 0.8919 -0.9309
C 0.3354 1.1749 -1.2489
C 1.0824 0.1339 -0.3659
C 0.1394 -0.4221 0.5751
H -1.9886 -0.0021 0.7251
H -2.1436 1.0799 -1.4059
H 0.7094 1.4459 -2.1319
H 2.2674 -0.0321 -0.4339
H 0.0714 -1.2221 1.3271
N 4.0464 -3.4761 -3.3689
C 2.9134 -3.0781 -4.1399
C 2.5684 -1.6331 -3.6359
C 3.6244 -1.2331 -2.6479
C 4.5564 -2.4241 -2.6239
H 4.3414 -4.3781 -3.3599
H 2.3204 -3.6511 -4.7469
H 1.7474 -1.0351 -3.8999
H 3.7334 -0.4681 -2.0119
H 5.4364 -2.7361 -1.9689

Forces on atoms 1 to 6 (eV/Å):
N -4.9 0.5 1.6
C -4.9 -2.3 -6.8
C 3.9 0.9 -1.0
C 3.8 0.7 6.7
C -7.0 -0.7 -2.4
H 5.7 0.0 1.2

# C32H41Cl12NO6P2S2

A cluster of 7 separate species, C32H41Cl12NO6P2S2 in total at a distorted geometry (ωB97M-V/def2-TZVPD, OMol25).

Computed properties:
F_max, eV/A: 1.39
LUMO, eV: -1.1152
HOMO level, eV: -8.24
Relative energy (zero: lowest compared OMol25 entry of this formula, charge and spin), kcal/mol: 0.00
Total charge: 0

Positions of all 96 atoms, in Å:
C -1.2924 -4.3770 -6.3088
C -2.0157 -3.3553 -5.4302
P -2.4126 -4.0610 -3.7881
C -0.8170 -4.5190 -3.0106
C -3.0953 -2.6432 -2.8299
C -4.4705 -2.6989 -2.6152
C -5.1315 -1.7155 -1.8919
N -6.5529 -1.8297 -1.6806
C -6.9050 -2.3000 -0.6156
S -7.3510 -2.9088 0.7424
C -4.4490 -0.6395 -1.3500
C -3.0772 -0.5851 -1.5432
C -2.3951 -1.5604 -2.2779
C -0.9188 -1.3728 -2.3875
O -0.2796 -1.5707 -3.3940
C -0.2720 -0.8693 -1.1329
C 0.9526 -1.3491 -0.7126
C 1.4797 -0.8907 0.4830
C 0.7971 0.0439 1.2527
P 1.5902 0.5442 2.8134
O 0.4051 0.6787 3.8797
O 2.1216 2.0361 2.6091
S 2.9482 -0.6839 3.4107
C -0.4362 0.5705 0.8220
C -1.2048 1.5980 1.6198
C -2.3444 1.0080 2.4454
O -3.2661 1.6807 2.8140
O -2.2575 -0.3109 2.7784
C -0.9579 0.0871 -0.3807
C -2.2846 0.5246 -0.9331
O -2.6816 1.6655 -0.9051
H -0.3543 -4.6773 -5.8396
H -1.0455 -3.9227 -7.2678
H -1.8915 -5.2694 -6.4867
H -1.4203 -2.4451 -5.3585
H -2.9781 -3.0844 -5.8711
H -0.6735 -5.5856 -3.1787
H -0.8841 -4.3658 -1.9331
H 0.0464 -3.9921 -3.4150
H -5.0387 -3.5365 -2.9989
H -4.9714 0.1185 -0.7815
H 1.4817 -2.0795 -1.3096
H 2.4215 -1.2962 0.8174
H 0.3633 -0.1335 4.4027
H 1.5206 2.5617 2.0617
H -1.6660 2.3364 0.9703
H -0.5530 2.1500 2.2926
H -2.0174 -0.8513 2.0151
Cl -9.7553 -0.0271 0.6232
C -9.6796 1.4547 -0.3640
C -8.5652 1.3991 -1.3756
Cl -6.9579 1.4454 -0.6070
H -9.5629 2.2994 0.3096
H -10.6337 1.5458 -0.8802
H -8.6247 2.2606 -2.0382
H -8.6162 0.4921 -1.9739
Cl 5.2911 3.6705 1.7668
C 4.4304 4.1127 3.2690
C 5.1773 5.1370 4.0768
Cl 6.6895 4.4838 4.7671
H 4.2649 3.1980 3.8321
H 3.4645 4.5205 2.9744
H 4.5590 5.4627 4.9112
H 5.4391 6.0069 3.4796
Cl 11.8722 1.3694 6.9775
C 10.3648 1.8551 6.1578
C 9.2149 2.0072 7.1183
Cl 8.6996 0.4461 7.8075
H 10.1459 1.1127 5.3951
H 10.5594 2.8098 5.6720
H 8.3562 2.4228 6.5940
H 9.4716 2.6662 7.9434
Cl 1.5471 5.7420 3.1721
C 0.9794 7.4345 3.2666
C 2.1200 8.4018 3.4370
Cl 2.9039 8.2440 5.0302
H 0.2723 7.4991 4.0889
H 0.4552 7.6452 2.3364
H 1.7417 9.4199 3.3661
H 2.8811 8.2573 2.6746
Cl 6.0493 1.7413 -2.8764
C 6.2973 1.3648 -1.1517
C 5.9621 -0.0620 -0.8123
Cl 4.2074 -0.3539 -0.9554
H 5.6751 2.0316 -0.5627
H 7.3435 1.5662 -0.9288
H 6.2352 -0.2538 0.2242
H 6.4786 -0.7757 -1.4485
Cl -2.3819 -8.4251 -6.9148
C -3.6463 -8.9004 -5.7492
C -4.7756 -7.9062 -5.6953
Cl -4.2515 -6.3509 -4.9797
H -3.1741 -9.0141 -4.7768
H -4.0255 -9.8691 -6.0701
H -5.5734 -8.2989 -5.0666
H -5.1780 -7.7089 -6.6858

Forces on atoms 1 to 6 (eV/Å):
C 0.0 0.1 0.1
C 0.2 0.3 -0.1
P -0.6 -0.5 0.2
C 0.2 0.2 -0.2
C 0.4 0.4 -0.2
C 0.0 0.1 0.0

# C32H41Cl3F2N3O2OsSi4Te

A structure of composition C32H41Cl3F2N3O2OsSi4Te at a distorted geometry (ωB97M-V/def2-TZVPD, OMol25).

Computed properties:
F_max, eV/A: 1.44
LUMO (alpha / beta), eV: -5.0320 / -5.0430
HOMO level (alpha / beta), eV: -10.10 / -10.08
Relative energy (zero: lowest compared OMol25 entry of this formula, charge and spin), kcal/mol: 11.05
Total charge: +1

Positions of all 89 atoms, in Å:
Os 0.0005 -0.6339 0.2127
F -0.2973 1.4184 5.1621
C -0.8097 0.5818 4.2527
C -0.2218 0.5099 3.0066
C -0.7514 -0.3695 2.0659
C -1.8801 -1.1520 2.3956
C -2.4210 -1.0315 3.6765
F -3.4937 -1.7652 4.0224
C -1.9078 -0.1783 4.6233
C -2.3885 -2.0011 1.3210
C -3.4880 -2.8589 1.3807
C -3.8668 -3.5641 0.2571
C -3.1573 -3.4112 -0.9284
C -2.0799 -2.5586 -0.9312
N -1.6957 -1.8727 0.1571
H 0.6386 1.1259 2.7780
H -2.3445 -0.1032 5.6081
H -4.0312 -2.9652 2.3046
H -4.7166 -4.2320 0.3024
H -3.4285 -3.9435 -1.8279
H -1.4817 -2.4014 -1.8186
Cl 4.8727 2.7791 -3.8169
C 3.8364 2.1783 -2.5708
C 3.0699 1.0522 -2.8032
C 2.2621 0.5997 -1.7789
Cl 1.1910 -0.7670 -2.0864
C 2.1799 1.1979 -0.5207
O 1.4286 0.7360 0.4676
C 2.9436 2.3654 -0.3564
Cl 2.8263 3.2196 1.1383
C 3.7645 2.8468 -1.3568
H 3.0863 0.5528 -3.7615
H 4.3451 3.7432 -1.1921
C 2.3310 -2.3297 4.5639
Si 3.7903 -1.8705 3.4777
C 3.7582 -0.0264 3.1875
C 5.3871 -2.4325 4.2809
Si 3.6789 -2.9550 1.3607
Te 1.1667 -2.7590 1.0909
Si 3.6952 -5.3186 1.5853
C 2.7218 -5.7679 3.1240
C 5.4347 -5.9866 1.7527
C 2.8800 -6.0799 0.0762
Si 5.1868 -2.1164 -0.2603
C 4.5919 -2.6570 -1.9513
C 5.4211 -0.2675 -0.1955
C 6.8290 -2.9061 0.1776
H 2.4769 -1.8756 5.5486
H 2.2298 -3.4061 4.7035
H 1.3881 -1.9432 4.1676
H 3.6886 0.4985 4.1449
H 2.8934 0.2609 2.5866
H 4.6543 0.3292 2.6770
H 5.5227 -1.9323 5.2431
H 6.2557 -2.2014 3.6611
H 5.3807 -3.5093 4.4642
H 3.2297 -5.4213 4.0264
H 2.6288 -6.8547 3.1939
H 1.7137 -5.3485 3.1188
H 5.9960 -5.4872 2.5446
H 5.9965 -5.8930 0.8236
H 5.3865 -7.0512 1.9968
H 1.8454 -5.7524 -0.0400
H 2.8732 -7.1687 0.1728
H 3.4180 -5.8308 -0.8410
H 3.5959 -2.2625 -2.1654
H 4.5466 -3.7451 -2.0294
H 5.2728 -2.2934 -2.7253
H 4.4837 0.2742 -0.3118
H 6.0888 0.0393 -1.0057
H 5.8781 0.0412 0.7455
H 6.8111 -3.9935 0.1599
H 7.1663 -2.5885 1.1665
H 7.5791 -2.5727 -0.5452
N -1.4122 4.9578 -3.2601
C -0.8045 3.8038 -2.9104
O 0.2772 3.4650 -3.3462
C -1.5328 2.9122 -1.9324
C -2.8392 3.0579 -1.4963
C -3.3444 2.1343 -0.5922
C -2.5364 1.1065 -0.1564
N -1.2722 0.9473 -0.5847
C -0.7964 1.8411 -1.4540
H -0.9227 5.5676 -3.8937
H -2.2576 5.2884 -2.8355
H -3.4753 3.8595 -1.8484
H -4.3552 2.2104 -0.2189
H -2.8966 0.3925 0.5688
H 0.2165 1.7321 -1.8093

Forces on atoms 1 to 6 (eV/Å):
Os 0.7 -1.0 0.8
F 0.0 0.0 0.0
C 0.0 0.0 0.0
C 0.0 0.0 -0.1
C -0.2 0.1 0.0
C 0.0 0.0 0.0

# C32H41Cl3IN8O5PRbS2

A structure of composition C32H41Cl3IN8O5PRbS2 (ωB97M-V/def2-TZVPD, OMol25).

Computed properties:
F_max, eV/A: 0.64
LUMO, eV: 1.8622
HOMO level, eV: -4.55
Relative energy (zero: lowest compared OMol25 entry of this formula, charge and spin), kcal/mol: 16.22
Total charge: -1

Positions of all 94 atoms, in Å:
Rb 0.0364 -0.2415 0.5007
C 2.3827 -5.1882 0.3844
C 2.1472 -3.7176 0.5793
N 1.2629 -3.2196 1.3475
N 0.3815 -4.1535 1.8692
C -0.3180 -3.8666 3.0163
N -1.6143 -4.2824 2.9285
S 0.3918 -3.2267 4.3602
C 2.8520 -2.7718 -0.3320
C 4.2339 -2.6898 -0.4491
C 4.7618 -1.8781 -1.4394
C 3.9000 -1.1918 -2.2792
C 2.5362 -1.3183 -2.0644
N 2.0196 -2.0908 -1.1175
H 2.2939 -5.7094 1.3385
H 3.3630 -5.3663 -0.0547
H 1.6388 -5.6126 -0.2969
H -0.1544 -4.6392 1.1575
H -2.0702 -3.9778 2.0529
H -2.1382 -4.0528 3.7584
H 4.8756 -3.2430 0.2245
H 5.8347 -1.7830 -1.5540
H 4.2734 -0.5556 -3.0713
H 1.8189 -0.7821 -2.6773
C -7.4620 -0.3523 -3.3954
C -6.1664 -0.8984 -2.8563
C -5.0465 -0.0842 -2.7305
C -3.8640 -0.5716 -2.1916
C -3.7856 -1.8919 -1.7853
C -4.8942 -2.7186 -1.9042
C -6.0740 -2.2234 -2.4365
S -2.2853 -2.5750 -1.0865
O -1.2573 -1.5703 -1.3998
O -2.0602 -3.8300 -1.7911
N -2.5639 -2.8490 0.4093
C -3.3499 -1.9149 1.2173
C -2.7111 -0.5368 1.4694
O -2.9453 0.3559 0.6103
O -1.9611 -0.4064 2.4638
H -7.2864 0.4880 -4.0682
H -8.1024 0.0034 -2.5845
H -8.0172 -1.1166 -3.9411
H -5.1039 0.9529 -3.0445
H -3.0021 0.0663 -2.0568
H -4.8163 -3.7500 -1.5832
H -6.9374 -2.8738 -2.5298
H -3.4829 -2.3884 2.1921
H -4.3451 -1.7537 0.7813
I 1.7426 3.3885 4.6606
C 2.2930 1.3844 4.4490
C 2.5977 0.6229 5.5635
C 2.9637 -0.6970 5.3620
C 3.0205 -1.1815 4.0634
N 2.7418 -0.4440 2.9950
C 2.3657 0.8174 3.1839
H 2.5388 1.0426 6.5589
H 3.1837 -1.3468 6.1984
H 3.2779 -2.2170 3.8748
H 2.0896 1.3913 2.3076
Cl -1.9407 1.1357 -5.6885
C -0.4730 0.3459 -5.0770
Cl 0.6704 0.0967 -6.4246
Cl -0.8518 -1.1556 -4.2746
C 0.1679 1.2505 -4.1156
N 0.6623 1.9521 -3.3546
C 2.4207 4.1335 -0.7535
C 3.6415 3.2124 -0.8215
C 4.1416 3.0879 -2.2653
C 4.7545 3.7333 0.0967
C 3.2543 1.8725 -0.3501
N 2.9531 0.8311 0.0260
H 2.7136 5.1305 -1.0906
H 2.0398 4.1841 0.2651
H 1.6210 3.7582 -1.3923
H 4.4257 4.0766 -2.6310
H 3.3569 2.6901 -2.9090
H 5.0122 2.4329 -2.3235
H 5.0650 4.7237 -0.2417
H 5.6207 3.0710 0.0789
H 4.4002 3.8120 1.1249
C -0.6036 5.0833 1.3586
P -0.9307 3.3056 1.1944
C -1.9190 3.1244 -0.2960
C -2.0003 2.8933 2.5713
O 0.3398 2.5150 1.1546
H -1.5360 5.6453 1.4261
H -0.0314 5.4402 0.5017
H -0.0184 5.2442 2.2652
H -2.7479 3.8347 -0.3064
H -2.3216 2.1061 -0.2843
H -1.2859 3.2821 -1.1716
H -2.8509 3.5752 2.6257
H -1.4175 2.9495 3.4920
H -2.3365 1.8623 2.4327

Forces on atoms 1 to 6 (eV/Å):
Rb 0.5 -0.1 0.3
C 0.0 0.0 0.0
C -0.1 -0.1 -0.1
N 0.1 0.2 0.0
N -0.1 -0.1 0.2
C -0.1 -0.2 -0.2

What is the total charge in the fifth record? -1

Which formula does entry 4 have? C32H41Cl3F2N3O2OsSi4Te